(1)
Below is a molecular structure, C31H30BrClI2NO3SiZr, with properties calculated with ωB97M-V with the def2-TZVPD basis set.

```
71
Properties=species:S:1:pos:R:3:mulliken_charge:R:1
Zr -0.110 -0.376 -0.276 0.241
O 1.309 -0.471 -4.577 -0.588
C 2.126 0.047 -3.543 3.016
C 1.260 0.101 -2.286 0.522
O 1.769 0.072 -1.116 -0.942
O -0.011 0.119 -2.352 -0.519
C 3.266 -0.930 -3.253 -0.425
C 3.101 -2.276 -3.562 -0.508
C 4.096 -3.188 -3.241 -0.853
C 5.254 -2.761 -2.606 -0.456
C 5.416 -1.418 -2.295 -1.006
C 4.424 -0.504 -2.616 0.111
C 2.610 1.449 -3.874 -0.740
C 3.407 1.603 -5.007 -0.072
C 3.857 2.859 -5.375 -0.853
C 3.524 3.969 -4.608 -0.426
C 2.739 3.818 -3.477 -0.888
C 2.278 2.560 -3.109 0.140
H 1.114 0.243 -5.194 0.550
H 2.205 -2.600 -4.073 0.555
H 3.971 -4.232 -3.496 0.438
H 6.034 -3.470 -2.363 0.486
H 6.318 -1.078 -1.805 0.429
H 4.555 0.542 -2.370 0.504
H 3.686 0.731 -5.587 0.465
H 4.476 2.971 -6.255 0.412
H 3.881 4.950 -4.893 0.406
H 2.478 4.679 -2.876 0.451
H 1.660 2.467 -2.222 0.177
C 1.921 -5.940 1.031 -0.974
Si 2.554 -4.383 1.844 -0.160
C 2.286 -4.411 3.691 -0.966
C 4.326 -4.027 1.392 -0.719
C 1.539 -2.976 1.163 -0.056
C 0.918 -2.062 0.641 0.175
H 2.465 -6.814 1.396 0.374
H 2.048 -5.894 -0.052 0.313
H 0.861 -6.096 1.243 0.275
H 2.899 -5.185 4.158 0.344
H 1.243 -4.623 3.936 0.269
H 2.558 -3.454 4.139 0.334
H 4.983 -4.828 1.736 0.355
H 4.663 -3.094 1.845 0.319
H 4.436 -3.934 0.309 0.080
Br -1.855 -6.093 -1.335 -0.144
C -2.036 -4.280 -1.796 -0.468
C -2.922 -3.875 -2.780 -0.033
C -2.997 -2.524 -3.075 -0.980
C -2.190 -1.638 -2.392 -0.223
N -1.340 -2.036 -1.431 0.364
C -1.267 -3.341 -1.137 0.049
H -3.533 -4.598 -3.303 0.470
H -3.669 -2.156 -3.837 0.462
H -2.212 -0.582 -2.625 0.544
H -0.567 -3.631 -0.366 0.366
I -0.047 -0.024 3.073 0.198
I -0.681 2.326 0.160 -0.340
Cl -2.801 -0.835 0.851 -0.097
C -3.436 -1.043 2.485 1.141
C -4.772 -0.731 2.651 -0.690
C -5.345 -0.897 3.902 -0.452
C -4.575 -1.364 4.956 -0.749
C -3.237 -1.662 4.761 -0.705
C -2.632 -1.512 3.515 0.275
C -1.189 -1.833 3.344 -0.830
H -5.351 -0.364 1.815 0.452
H -6.389 -0.656 4.047 0.391
H -5.014 -1.493 5.936 0.403
H -2.638 -2.018 5.590 0.408
H -0.781 -2.312 4.228 0.562
H -0.960 -2.429 2.466 0.035
```

**Kohn-Sham gap**: 0.281 Eh
**Energy relative to the best compared isomer or geometry (same formula, charge and spin)**: 0.325 eV
**Total charge**: +1
**Strongest force on any atom**: 0.5 eV Å⁻¹
**HOMO energy**: -11.37 eV
**Calculated total energy**: -5445.8415 a.u.

---

(2)
Below is a molecular structure, C31H30CdN13O7S2Se, with properties calculated with ωB97M-V with the def2-TZVPD basis set.

```
85
Properties=species:S:1:pos:R:3:mulliken_charge:R:1
Cd -0.432 -0.745 0.261 2.283
N 2.186 -3.810 -1.539 -0.195
C 1.151 -2.935 -1.402 -0.284
S -0.003 -3.320 -0.147 -0.523
N 1.121 -1.928 -2.242 0.407
N 0.056 -1.083 -2.010 -0.622
C -0.199 -0.217 -2.914 -0.676
C -1.338 0.684 -2.861 1.034
C -1.437 1.653 -3.866 -0.558
C -2.510 2.516 -3.965 -0.834
C -3.546 2.384 -3.033 -0.549
C -3.489 1.437 -2.037 -0.262
C -2.383 0.548 -1.883 0.421
O -2.369 -0.310 -0.928 -1.182
H 2.314 -4.459 -0.785 0.272
H 2.993 -3.553 -2.092 -0.035
H 0.444 -0.170 -3.799 0.036
H -0.631 1.712 -4.593 0.393
H -2.559 3.256 -4.753 0.398
H -4.413 3.033 -3.101 0.368
H -4.298 1.328 -1.323 0.504
N 0.052 2.390 -0.504 0.103
N 0.947 3.270 0.113 -0.478
C 1.394 2.910 1.346 0.303
N 2.633 3.338 1.664 -0.475
N 0.510 2.308 2.125 -0.263
N 0.897 1.915 3.367 0.996
O 2.073 1.936 3.753 -0.819
O -0.007 1.529 4.089 -0.597
H 0.614 1.651 -0.933 -0.086
H -0.450 2.885 -1.232 0.276
H 1.692 3.579 -0.498 0.360
H 3.276 3.374 0.888 0.316
H 2.986 2.920 2.515 0.291
Se -4.318 -0.211 7.309 0.177
N -4.417 0.755 5.808 -0.900
C -3.485 0.316 5.009 1.161
C -3.232 0.863 3.679 0.582
C -3.923 1.962 3.178 -1.036
C -3.598 2.432 1.927 -1.324
C -2.598 1.784 1.205 -0.497
N -1.940 0.738 1.671 0.785
C -2.241 0.285 2.886 -0.686
C -1.427 -0.835 3.399 -0.522
N -0.484 -1.312 2.587 0.286
C 0.362 -2.229 3.034 -0.295
C 0.282 -2.748 4.324 -0.991
C -0.721 -2.302 5.155 -0.794
C -1.598 -1.324 4.692 0.697
C -2.668 -0.771 5.516 1.050
N -2.949 -1.195 6.715 -0.899
H -4.690 2.427 3.784 0.494
H -4.099 3.289 1.498 0.473
H -2.319 2.118 0.219 0.755
H 1.111 -2.560 2.325 0.411
H 0.997 -3.490 4.650 0.428
H -0.839 -2.681 6.162 0.504
C -0.844 -3.195 -6.924 -1.563
C 0.499 -2.894 -6.317 1.087
C 1.053 -1.620 -6.400 -0.678
C 2.247 -1.320 -5.766 -0.439
C 2.900 -2.311 -5.047 -0.076
C 2.391 -3.598 -4.989 -0.271
C 1.198 -3.882 -5.630 -0.569
S 4.291 -1.883 -4.053 1.503
O 5.353 -1.343 -4.860 -0.808
O 4.627 -3.031 -3.233 -0.775
N 3.625 -0.675 -3.188 0.030
C 4.454 -0.119 -2.102 -1.159
C 4.040 -0.595 -0.723 -0.363
C 2.729 0.061 -0.272 0.080
O 2.580 1.273 -0.553 -0.735
O 1.907 -0.667 0.335 -0.502
H -1.264 -2.316 -7.411 0.346
H -1.543 -3.517 -6.151 0.337
H -0.774 -3.997 -7.662 0.378
H 0.525 -0.844 -6.941 0.293
H 2.665 -0.323 -5.806 0.353
H 2.914 -4.356 -4.422 0.393
H 0.780 -4.880 -5.560 0.380
H 2.687 -0.972 -2.872 0.061
H 4.345 0.964 -2.127 0.380
H 5.500 -0.349 -2.311 0.516
H 4.810 -0.255 -0.024 0.483
H 3.974 -1.680 -0.654 0.135
```

**Kohn-Sham gap**: 0.215 Eh
**Energy relative to the best compared isomer or geometry (same formula, charge and spin)**: 0.000 eV
**Total charge**: -1
**Strongest force on any atom**: 0.5 eV Å⁻¹
**HOMO energy**: -4.54 eV
**Calculated total energy**: -5803.4702 a.u.

---

(3)
Below is a molecular structure, C31H30Cl2CsNOP3S2, with properties calculated with ωB97M-V with the def2-TZVPD basis set.

```
71
Properties=species:S:1:pos:R:3:mulliken_charge:R:1
Cs -0.655 0.267 0.124 1.314
C 3.475 1.012 -1.937 -1.191
P 2.259 1.672 -0.721 0.572
C 3.132 1.191 0.828 -0.897
C 2.705 3.449 -0.640 -0.006
C 3.998 3.913 -0.857 -0.470
C 4.297 5.250 -0.675 -0.683
C 3.310 6.129 -0.263 -0.868
C 2.015 5.678 -0.081 -0.245
C 1.694 4.341 -0.276 0.125
P -0.022 3.673 -0.135 0.980
C -0.667 4.739 1.218 -1.508
C -0.681 4.666 -1.564 -1.452
H 4.510 1.112 -1.615 0.291
H 3.325 1.508 -2.895 0.380
H 3.235 -0.044 -2.056 0.197
H 4.150 1.588 0.817 0.432
H 3.150 0.103 0.892 0.241
H 2.592 1.595 1.682 0.297
H 4.780 3.227 -1.158 0.236
H 5.302 5.605 -0.854 0.388
H 3.550 7.168 -0.081 0.377
H 1.253 6.387 0.208 0.259
H -0.542 5.807 1.028 0.495
H -0.164 4.450 2.138 0.351
H -1.723 4.504 1.327 0.375
H -0.447 5.725 -1.444 0.402
H -1.759 4.520 -1.627 0.369
H -0.226 4.304 -2.486 0.334
Cl -1.401 2.155 4.682 -0.264
C -2.737 1.819 3.636 0.255
C -3.963 1.518 4.204 -0.751
C -5.040 1.250 3.390 0.849
Cl -6.560 0.801 4.112 -0.320
C -4.927 1.354 1.996 0.018
C -5.991 1.136 1.099 -0.885
C -5.804 1.360 -0.237 -0.593
C -4.541 1.773 -0.679 -0.433
N -3.509 1.906 0.114 -0.231
C -3.661 1.697 1.427 0.512
C -2.465 1.832 2.247 -0.231
O -1.313 1.958 1.755 -0.621
H -4.066 1.489 5.281 0.424
H -6.944 0.809 1.489 0.380
H -6.600 1.217 -0.951 0.382
H -4.383 2.007 -1.725 0.407
S -1.670 -2.842 -0.259 -0.646
P 0.159 -3.344 -0.786 1.012
S 1.464 -1.925 -1.189 -0.648
C 0.842 -4.471 0.501 0.217
C 1.645 -3.947 1.504 -0.253
C 2.110 -4.766 2.516 -0.597
C 1.771 -6.110 2.534 -0.401
C 0.974 -6.638 1.528 -0.650
C 0.507 -5.821 0.515 -0.290
C 0.155 -4.531 -2.190 -0.360
C 1.391 -4.842 -2.742 -0.279
C 1.483 -5.774 -3.756 -0.674
C 0.339 -6.410 -4.210 -0.351
C -0.895 -6.109 -3.656 -0.583
C -0.990 -5.159 -2.652 -0.072
H 1.911 -2.894 1.474 0.349
H 2.742 -4.358 3.295 0.377
H 2.125 -6.746 3.334 0.352
H 0.719 -7.691 1.538 0.366
H -0.125 -6.224 -0.267 0.360
H 2.268 -4.334 -2.370 0.328
H 2.447 -6.011 -4.183 0.366
H 0.416 -7.143 -5.001 0.357
H -1.783 -6.624 -3.997 0.388
H -1.946 -4.904 -2.217 0.341
```

**Kohn-Sham gap**: 0.240 Eh
**Energy relative to the best compared isomer or geometry (same formula, charge and spin)**: 0.805 eV
**Total charge**: -1
**Strongest force on any atom**: 2.1 eV Å⁻¹
**HOMO energy**: -4.43 eV
**Calculated total energy**: -4090.4400 a.u.

---

What is the calculated total energy in the third record?
-4090.4400 a.u.

---

Number 2 is which compound?
C31H30CdN13O7S2Se